A cluster of 13 separate species, C38H107N5O18 in total in a non-equilibrium geometry. Source: the Open Molecules 2025 dataset; level of theory: ωB97M-V with the def2-TZVPD basis set.

Each line ends with the Mulliken charge.
Atoms and positions in Å:
C (19.29192, -5.24721, -16.97469)  -0.840
O (19.85318, -4.12734, -17.60225)  -0.331
C (21.24112, -4.23316, -17.79646)  -0.532
C (21.77745, -3.12252, -18.66495)  -0.876
N (21.19784, -3.13540, -20.01942)  0.069
C (22.01812, -2.33111, -20.92588)  -0.568
C (21.35231, -2.13722, -22.29594)  0.069
O (22.33045, -1.83806, -23.25295)  -0.432
C (21.84800, -1.96335, -24.58116)  -0.064
H (19.78402, -5.51546, -16.03223)  0.351
H (19.40220, -6.12356, -17.62224)  0.336
H (18.24491, -5.09876, -16.72688)  0.265
H (21.47473, -5.20341, -18.25103)  0.321
H (21.76425, -4.18688, -16.83339)  0.406
H (22.86571, -3.12697, -18.71671)  0.393
H (21.51129, -2.15695, -18.21050)  0.387
H (20.32735, -2.61732, -19.94496)  0.224
H (23.01671, -2.74872, -21.05107)  -0.046
H (22.06752, -1.31932, -20.49495)  0.382
H (20.65288, -1.29453, -22.22150)  0.339
H (20.70572, -3.00212, -22.49717)  -0.181
H (22.65608, -1.60886, -25.22250)  0.315
H (20.96574, -1.34057, -24.74320)  0.534
H (21.76934, -3.03876, -24.76730)  -0.520
C (17.49413, -7.72090, -24.13883)  -0.939
O (17.87310, -6.60990, -24.91200)  -0.293
C (18.44875, -5.53832, -24.20900)  -0.934
C (19.24136, -4.68405, -25.14187)  1.185
N (18.38515, -3.98215, -26.10168)  1.037
C (19.13671, -3.21121, -27.13640)  -1.039
C (19.70317, -4.12429, -28.27197)  -0.395
O (20.87892, -4.70574, -27.73931)  0.286
C (21.28418, -5.82507, -28.51584)  -0.763
H (16.99455, -8.45336, -24.77987)  0.317
H (16.67657, -7.45113, -23.45798)  0.293
H (18.31112, -8.23006, -23.62542)  0.199
H (19.11862, -5.78888, -23.37561)  -0.014
H (17.69795, -4.99636, -23.61329)  0.248
H (19.92036, -5.39329, -25.63242)  0.005
H (19.87914, -3.94619, -24.65589)  -0.634
H (17.92112, -4.68790, -26.66814)  -0.569
H (19.91775, -2.73712, -26.53911)  0.152
H (18.47638, -2.43183, -27.51778)  0.374
H (19.93670, -3.42072, -29.07474)  0.207
H (18.95046, -4.90061, -28.43114)  0.369
H (20.57131, -6.65207, -28.45073)  0.161
H (22.18665, -6.22238, -28.04533)  0.093
H (21.53004, -5.52607, -29.53679)  0.383
C (23.85505, -3.68846, -27.05935)  -0.378
O (25.21114, -3.90730, -26.78867)  -0.464
C (25.72011, -3.03980, -25.75780)  -1.031
C (25.29656, -3.40580, -24.35588)  0.442
N (26.06352, -4.49225, -23.74346)  -0.412
C (25.35085, -5.12035, -22.63870)  0.361
C (25.50682, -4.34396, -21.34855)  -0.730
O (26.84601, -4.51255, -20.90215)  -0.421
C (27.18715, -3.53106, -19.95560)  -0.751
H (23.09822, -3.98750, -26.32719)  -0.033
H (23.56114, -4.20607, -27.97150)  0.236
H (23.68339, -2.61926, -27.23922)  0.362
H (25.33071, -2.03799, -25.96273)  0.446
H (26.80141, -3.12379, -25.86174)  0.394
H (24.23067, -3.70468, -24.37489)  -0.304
H (25.27643, -2.57520, -23.64513)  0.226
H (26.30862, -5.18672, -24.43611)  0.402
H (25.72840, -6.13001, -22.47067)  0.531
H (24.28620, -5.21394, -22.90468)  -0.303
H (24.78739, -4.68823, -20.59539)  0.401
H (25.34903, -3.26793, -21.48604)  0.321
H (27.31058, -2.54999, -20.42079)  0.288
H (28.07577, -3.80965, -19.38900)  0.303
H (26.42179, -3.47809, -19.16743)  0.269
C (21.80325, -11.90200, -26.41688)  -0.417
O (20.73826, -11.83081, -25.46664)  -0.494
C (19.96696, -10.64203, -25.50462)  -0.397
C (18.88810, -10.63242, -26.60162)  1.321
N (17.93758, -11.71170, -26.33021)  -0.370
C (16.98043, -11.79494, -27.45027)  -0.389
C (15.73066, -12.41303, -26.88557)  -0.500
O (14.73537, -12.46471, -27.92336)  -0.284
C (13.67382, -13.34327, -27.75064)  -0.786
H (21.32758, -11.85971, -27.40486)  0.048
H (22.34644, -12.81662, -26.23517)  0.362
H (22.29562, -10.92362, -26.49629)  0.218
H (20.66936, -9.80404, -25.42856)  0.282
H (19.41600, -10.64420, -24.55932)  0.206
H (19.37567, -10.63433, -27.58201)  -0.567
H (18.36015, -9.67803, -26.52439)  -0.444
H (18.51566, -12.53886, -26.21862)  0.354
H (17.30307, -12.53830, -28.19225)  0.113
H (16.82117, -10.86120, -27.98240)  0.339
H (15.23815, -11.80985, -26.11680)  0.293
H (15.92342, -13.43191, -26.53805)  0.325
H (13.08084, -13.21971, -26.83706)  0.298
H (13.97104, -14.40093, -27.75535)  0.311
H (12.99102, -13.25125, -28.59441)  0.260
C (14.88042, 1.75841, -33.66981)  -0.752
O (14.71664, 0.49147, -33.09136)  -0.344
C (14.46512, 0.55751, -31.69423)  -0.479
C (14.53776, -0.85857, -31.14589)  -0.785
N (15.87038, -1.45568, -31.38086)  -0.364
C (16.99370, -0.76502, -30.71634)  -0.633
C (18.16729, -1.68710, -30.67508)  -0.087
O (18.72183, -1.78407, -31.97220)  -0.431
C (20.02690, -2.32931, -32.07061)  -0.421
H (14.06507, 2.45093, -33.42602)  0.306
H (15.04886, 1.63646, -34.73449)  0.263
H (15.74227, 2.29703, -33.24479)  0.306
H (13.44629, 0.95657, -31.56865)  0.458
H (15.09991, 1.30399, -31.20766)  0.378
H (13.79746, -1.49474, -31.62955)  0.361
H (14.32136, -0.86012, -30.07356)  0.312
H (15.97524, -1.23328, -32.37076)  0.289
H (16.65114, -0.56641, -29.69536)  0.503
H (17.24725, 0.17467, -31.21334)  0.217
H (17.94743, -2.68502, -30.27918)  0.038
H (18.96071, -1.29327, -30.01672)  0.384
H (20.15017, -3.09246, -31.29695)  -0.030
H (20.74869, -1.53440, -31.87320)  0.277
H (20.14951, -2.76995, -33.05322)  0.317
C (24.97828, -7.36699, -25.97700)  -0.169
O (26.06630, -6.49920, -26.21609)  -0.634
H (24.01333, -6.85503, -26.01011)  -0.191
H (24.99615, -8.19360, -26.69171)  0.303
H (25.05880, -7.84448, -24.99315)  0.268
H (25.72248, -5.59274, -26.32337)  0.389
C (18.43413, -8.35545, -30.57081)  -0.897
O (18.83097, -8.68553, -29.24381)  -0.162
H (19.30057, -8.20233, -31.21980)  0.300
H (17.95991, -9.25187, -30.98940)  0.265
H (17.70622, -7.55108, -30.67146)  0.317
H (18.44721, -8.01322, -28.65166)  0.207
C (16.08172, -6.68846, -27.76154)  -0.591
O (17.44077, -7.06416, -27.47626)  -0.275
H (15.34032, -7.16409, -27.11865)  0.232
H (16.00368, -5.61526, -27.55742)  0.059
H (15.95997, -6.90012, -28.81879)  0.313
H (17.64312, -6.93109, -26.51289)  0.460
C (21.94791, -7.01330, -23.66954)  -0.788
O (22.01448, -5.60338, -23.63422)  0.084
H (22.07344, -7.36704, -24.69621)  0.108
H (22.67347, -7.59615, -23.08933)  0.449
H (20.97516, -7.42436, -23.36434)  0.179
H (21.75412, -5.40552, -22.72572)  -0.117
C (17.82614, -4.90373, -20.41212)  -0.392
O (18.56500, -6.01564, -20.88927)  -0.445
H (16.75041, -5.06247, -20.51097)  0.344
H (18.05209, -4.70678, -19.36130)  0.070
H (17.99259, -4.02479, -21.04876)  0.190
H (19.48828, -5.75413, -20.82520)  0.213
C (21.38433, -10.89126, -29.82497)  -0.645
O (21.46379, -9.50293, -29.54639)  -0.457
H (22.28783, -11.39425, -29.48253)  0.264
H (20.51434, -11.35000, -29.35792)  0.138
H (21.39043, -11.01377, -30.91073)  0.292
H (20.57342, -9.13153, -29.43335)  0.517
C (14.75730, -8.92873, -21.06340)  -0.442
O (14.02714, -9.42477, -19.96797)  -0.528
H (15.61143, -9.53724, -21.35862)  0.251
H (14.10880, -9.01018, -21.94730)  0.308
H (15.12018, -7.89751, -21.04198)  0.125
H (13.28072, -8.85284, -19.78164)  0.298
C (15.59151, -2.42793, -26.21994)  -0.270
O (16.53640, -1.90806, -25.29219)  -0.647
H (14.86598, -1.67256, -26.51328)  0.340
H (16.11944, -2.77426, -27.11396)  -0.092
H (15.07510, -3.31058, -25.82461)  0.176
H (17.26726, -2.57285, -25.29565)  0.237

Forces on the atoms, in the same order (eV/Å):
0.4 -0.8 0.2
-0.3 0.8 -0.1
0.5 -0.4 0.2
-0.9 0.7 -0.2
0.3 -0.3 -0.3
-0.5 0.9 -0.2
-0.3 0.2 0.9
0.0 -0.1 0.1
1.2 -0.1 0.4
0.2 0.3 0.0
-0.2 -0.1 -0.1
-0.1 0.3 -0.3
0.0 -0.1 -0.1
0.0 -0.1 0.1
0.0 -0.4 0.0
0.2 -0.1 0.3
-0.2 -0.4 0.0
0.0 -0.1 0.1
0.7 0.0 0.0
-0.1 0.1 0.0
0.4 -0.3 -0.5
-0.1 0.1 0.0
-0.3 -0.3 -0.1
-0.7 0.2 -0.4
-1.3 -0.5 0.2
0.5 -0.4 0.0
0.1 1.2 1.8
0.1 -0.3 -1.0
0.0 0.0 -0.9
-0.1 -0.9 0.8
0.0 1.7 2.4
-0.1 -0.4 -0.6
0.7 -0.2 0.7
0.4 0.1 -0.4
0.5 0.2 0.4
0.1 0.3 0.1
0.2 -1.0 -0.4
-0.4 0.2 -0.6
0.2 0.2 -0.1
-0.3 -0.1 0.4
-0.4 -0.1 0.5
0.4 0.2 -0.6
0.0 0.0 -0.2
-0.1 -0.7 -0.6
0.0 0.1 -0.8
-0.3 0.2 -0.4
0.1 0.2 -0.1
-0.2 -0.2 -0.1
-1.0 0.5 -0.7
0.0 -0.2 0.8
-0.1 -0.1 0.0
-0.8 -1.0 0.8
0.3 0.2 -0.2
-0.2 0.2 -0.3
0.7 0.1 -0.2
-0.1 -0.1 0.3
-0.3 -0.2 0.7
0.5 -0.3 0.5
0.4 -0.1 -0.1
0.0 0.0 0.0
0.4 0.1 -0.1
0.0 0.4 0.0
0.0 0.1 -0.3
0.3 0.4 -0.4
0.0 -0.1 0.0
0.2 0.0 0.0
0.0 0.0 0.3
0.0 -0.1 0.1
-0.3 0.0 -0.2
0.0 0.1 0.0
0.3 -0.1 -0.5
-0.2 0.2 -0.2
-2.2 1.5 -0.9
0.2 -0.5 0.3
-0.2 -0.4 0.6
1.0 0.6 0.9
0.6 1.2 -0.8
0.3 -1.9 0.5
-2.1 0.3 -0.6
0.6 0.2 -0.5
-0.4 -0.9 0.0
0.2 -1.0 -0.2
0.5 0.2 0.0
1.0 -0.4 0.8
-0.3 0.4 -0.7
0.0 -0.1 0.1
-0.2 -0.3 -0.2
0.0 0.1 -0.1
-0.4 -0.3 -0.2
0.3 0.4 -0.3
0.0 0.2 0.4
0.6 -0.1 0.5
0.1 0.1 0.3
0.2 0.4 0.2
0.4 0.0 0.1
0.1 0.3 -0.1
0.5 0.7 0.6
0.3 0.0 0.2
-1.4 0.2 -0.4
1.0 0.3 0.5
-0.5 0.6 -0.7
-1.3 -0.6 0.3
1.8 0.0 0.1
-0.5 -0.1 -0.8
-0.7 0.3 1.0
-0.4 -0.3 -0.4
-0.3 0.0 -0.1
0.3 -0.3 -0.1
0.0 -0.1 0.1
0.5 -0.3 0.1
0.0 0.1 -0.1
0.0 0.1 0.0
0.4 -0.7 -0.1
0.3 0.2 0.1
0.2 0.1 0.1
-0.5 0.0 -0.1
-0.2 0.3 0.1
0.2 -0.2 -0.2
0.3 -0.1 -0.2
0.1 0.1 -0.1
0.1 -0.4 0.2
-0.1 0.2 0.2
0.0 0.0 -0.2
-0.1 0.2 -0.2
0.1 0.2 0.1
0.1 -0.3 -0.4
-0.1 -1.3 -0.7
-0.2 0.7 -0.2
0.1 0.5 0.2
-0.1 0.1 0.0
0.2 0.2 0.3
0.0 -0.2 0.3
1.1 0.6 0.5
-0.1 -0.2 0.5
0.1 -0.4 -0.2
-0.3 0.1 -0.4
-0.5 0.0 0.0
-0.2 0.0 -0.7
-0.4 -1.5 -0.8
-0.1 -0.4 0.7
0.1 0.4 -0.1
0.4 0.7 0.2
-0.1 0.4 0.1
0.2 0.6 -0.1
-0.4 0.5 -0.2
-0.1 -0.1 -0.1
0.1 -0.6 0.1
0.0 0.2 -0.2
0.3 0.1 0.3
0.1 -0.1 0.1
0.3 0.6 -0.5
0.3 0.0 0.4
0.0 0.1 0.3
-0.1 -0.1 -0.2
-0.4 -0.3 -0.1
0.0 -0.2 0.1
-0.7 0.0 -1.8
0.8 -0.1 0.6
0.0 -0.4 0.8
0.1 0.3 -0.1
-0.2 0.1 0.7
0.0 0.1 -0.1
0.6 -0.4 0.1
0.0 -0.3 -0.1
0.1 0.1 0.2
-0.1 0.1 -0.2
-0.2 0.1 0.1
-0.4 0.3 -0.1

Properties
- energy relative to the best compared isomer or geometry (same formula, charge and spin) (kcal per mole) = 34.25
- lowest unoccupied orbital energy (eV) = 0.382
- max |F| (hartree/bohr) = 0.057
- E (hartree) = -3139.702899
- gap between HOMO and LUMO (eV) = 8.84